Formula: C29H57As2IrOSSbSi3
Source: the OMol25 dataset
Level of theory: ωB97M-V with the def2-TZVPD basis set

Cartesian coordinates (Å):
Ir  0.37090  0.32049  0.16223
C  4.01026  0.28067  1.80832
As  2.84905  -0.03607  0.25795
C  3.53461  -1.77743  -0.30844
C  3.54256  1.17534  -1.11589
C  4.92307  1.23443  -1.28834
C  5.48039  1.99865  -2.29918
C  4.65831  2.69095  -3.17302
C  3.28605  2.65144  -2.99923
C  2.71531  1.91726  -1.96424
As  0.76316  1.99547  -1.79950
C  0.11413  1.46055  -3.56186
C  0.32001  3.91432  -1.86827
H  5.01468  -0.06792  1.56669
H  3.66179  -0.27989  2.67687
H  4.06574  1.33961  2.05832
H  4.58703  -1.66441  -0.58247
H  2.98887  -2.16695  -1.16805
H  3.46254  -2.48741  0.51952
H  5.58077  0.67383  -0.63409
H  6.55206  2.04163  -2.40986
H  5.08203  3.25549  -3.98891
H  2.65145  3.19599  -3.68814
H  0.23178  2.28242  -4.26996
H  -0.94424  1.20080  -3.51976
H  0.65905  0.59450  -3.93610
H  0.64909  4.31554  -2.82840
H  0.78286  4.49906  -1.07480
H  -0.76549  4.02682  -1.81706
C  -0.98078  1.47520  6.43076
Si  -0.53398  0.19467  5.11574
C  -1.72737  -1.25914  4.90495
C  1.28836  -0.05488  4.65059
Sb  -1.01450  1.35987  2.27951
Si  0.18269  4.18545  2.63545
C  -0.93086  5.22416  1.51672
C  1.84737  3.55603  1.96771
C  -0.01430  4.43217  4.49982
Si  -4.03901  1.62669  2.30606
C  -4.13588  2.82553  0.83885
C  -4.38469  -0.21904  2.05948
C  -4.22161  2.34071  4.05219
H  -0.93355  0.99716  7.41033
H  -1.99157  1.86195  6.32557
H  -0.29744  2.31942  6.46877
H  -1.38711  -2.10617  5.49902
H  -1.81886  -1.59299  3.87366
H  -2.72222  -1.01168  5.27007
H  1.75726  -0.74341  5.35079
H  1.85469  0.87195  4.69910
H  1.40121  -0.47082  3.64920
H  -1.20670  4.72678  0.59158
H  -0.42090  6.14963  1.25002
H  -1.84419  5.51762  2.03089
H  1.73861  2.91764  1.08338
H  2.38259  2.98903  2.72731
H  2.48609  4.39440  1.69536
H  -0.98893  4.13354  4.87213
H  0.09070  5.49127  4.72656
H  0.74791  3.91414  5.07355
H  -3.50567  2.51748  0.00647
H  -3.85786  3.83801  1.12547
H  -5.15727  2.88158  0.46485
H  -3.62839  -0.70228  1.44541
H  -5.34686  -0.36404  1.57143
H  -4.43936  -0.74707  3.00929
H  -3.56042  3.18095  4.24564
H  -4.06477  1.58877  4.82056
H  -5.23707  2.70675  4.18037
C  -3.70517  -0.85248  -1.65249
C  -2.22355  -0.98074  -1.48560
O  -1.70218  -0.47858  -0.46920
C  -1.47623  -1.68263  -2.52227
C  -0.07304  -1.69898  -2.51880
C  0.63181  -2.34492  -3.51447
C  -0.04645  -3.01294  -4.52918
C  -1.43383  -3.02737  -4.53617
C  -2.14197  -2.36173  -3.55546
H  -4.11551  -0.21717  -0.87342
H  -4.17669  -1.83333  -1.58636
H  -3.95681  -0.43255  -2.62489
H  0.45903  -1.18006  -1.71546
H  1.71194  -2.33301  -3.51388
H  0.50494  -3.51341  -5.31123
H  -1.96865  -3.55666  -5.30890
H  -3.21624  -2.38077  -3.58582
C  0.30808  -4.01758  2.19694
S  0.18337  -3.09035  0.65113
C  0.76871  -4.35025  -0.50507
H  1.32002  -4.38712  2.32502
H  -0.37609  -4.86140  2.15475
H  0.03987  -3.35303  3.01136
H  0.13571  -5.22875  -0.41821
H  1.79647  -4.62001  -0.27290
H  0.70279  -3.94347  -1.50809

Computed properties:
Multiplicity ... 2
E_LUMO (spin up / spin down) ... -12.75 / -13.40 eV
Kohn-Sham gap (spin up / spin down) ... 5.44 / 4.73 eV
Total charge ... +4

Formula: C29H57BClFN3O12S3
Source: the OMol25 dataset
Level of theory: ωB97M-V with the def2-TZVPD basis set

Cartesian coordinates (Å):
C  -1.01117  -2.22213  6.06966
C  -1.80349  -1.38515  4.94814
C  -3.01219  -0.46887  5.22493
C  -3.65450  0.28730  4.03217
C  -3.14862  0.21943  2.56917
C  -3.94540  1.07282  1.48619
C  -4.92880  0.05960  0.67941
C  -3.02705  1.96937  0.52487
C  -1.91514  -0.69616  2.28348
O  -1.36506  -0.80687  0.95064
C  0.08354  -0.73706  1.08525
C  0.83319  -0.23167  -0.24072
O  0.09645  0.88975  -0.80964
B  0.75828  2.04520  -0.17246
C  0.13597  3.55425  -0.34239
C  -0.25174  4.21954  1.09961
C  0.89642  5.24595  1.56372
C  1.46624  5.00384  3.04527
N  1.48848  3.57844  3.48179
C  0.39917  3.23879  4.42152
N  0.09993  3.86156  5.53887
N  -0.42910  2.04027  4.09664
O  2.18487  1.79079  -0.48026
C  2.33133  0.42770  -0.01099
Cl  3.08917  0.24614  1.68299
C  3.52530  -0.11030  -0.95037
C  3.95802  -1.63780  -0.58244
F  3.28545  0.06693  -2.35543
C  -1.29428  -1.47123  3.46996
H  -1.59672  -2.25502  7.04532
H  -0.00491  -1.70680  6.23573
H  -0.81601  -3.27035  5.64838
H  -3.43683  -0.33070  6.26829
H  -4.56093  0.94341  4.27454
H  -4.62840  1.81046  2.05884
H  -4.26300  -0.44490  -0.10774
H  -5.31530  -0.76107  1.39050
H  -5.79628  0.61855  0.16623
H  -2.19108  1.37563  0.02387
H  -2.64500  2.87150  1.10492
H  -3.68680  2.37312  -0.33562
H  0.45365  -1.79296  1.35280
H  0.32174  0.02205  1.90605
H  1.04357  -1.06068  -1.01333
H  0.74005  1.90283  1.02864
H  0.83786  4.28004  -0.91099
H  -0.84219  3.55048  -0.96602
H  -0.53795  3.43474  1.87197
H  -1.21553  4.82972  0.89651
H  1.72771  5.25716  0.78203
H  0.40605  6.29470  1.57625
H  2.57029  5.35400  3.02937
H  0.94563  5.71497  3.78950
H  2.40316  3.30636  3.87752
H  0.77371  4.63808  5.63946
H  0.02318  1.28742  4.65789
H  -0.27294  1.75013  3.11822
H  4.44862  0.52681  -0.67904
H  4.95482  -1.59459  -0.01169
H  3.15125  -2.15618  0.03905
H  4.14632  -2.16115  -1.58813
H  -0.37384  -2.13848  3.30950
O  -3.03765  -4.55110  -2.26552
S  -3.07261  -3.11392  -2.35834
O  -4.16364  -2.42193  -2.99897
O  -1.68197  -2.59359  -3.00025
C  -1.26980  -3.12759  -4.25618
C  -2.04737  -2.51431  -5.40622
C  -2.83500  -2.43435  -0.74062
H  -1.35362  -4.21854  -4.25900
H  -0.21069  -2.88521  -4.37064
H  -3.09859  -2.80942  -5.37196
H  -1.63750  -2.83808  -6.36561
H  -2.01626  -1.42324  -5.35480
H  -1.98421  -2.92612  -0.27271
H  -3.74071  -2.62008  -0.16244
H  -2.66463  -1.36294  -0.82937
O  6.90262  -2.69514  -0.20760
S  8.26546  -3.15467  -0.18526
O  9.05440  -3.25552  -1.38474
O  8.33014  -4.56781  0.60104
C  7.48856  -5.63122  0.15647
C  8.03225  -6.28660  -1.09962
C  9.16944  -2.19942  0.99969
H  6.46460  -5.27688  0.00623
H  7.45948  -6.36924  0.96156
H  7.99376  -5.60116  -1.94903
H  7.44879  -7.17359  -1.35572
H  9.07770  -6.57416  -0.96372
H  8.59852  -2.15259  1.92625
H  9.30253  -1.19823  0.58931
H  10.14029  -2.66644  1.16264
O  -6.76097  2.35924  -4.11502
S  -5.41339  2.07882  -3.68953
O  -4.67518  2.99116  -2.85677
O  -4.51711  1.72068  -4.98934
C  -4.47997  2.65374  -6.06669
C  -3.58039  3.83485  -5.75193
C  -5.37156  0.47580  -2.94152
H  -5.49000  2.98395  -6.32745
H  -4.08112  2.12079  -6.93328
H  -3.99618  4.44172  -4.94467
H  -3.46297  4.47537  -6.62904
H  -2.59535  3.49369  -5.42482
H  -5.89229  -0.23028  -3.58686
H  -5.87398  0.54401  -1.97783
H  -4.33300  0.17982  -2.79852

Computed properties:
Multiplicity ... 1
E_LUMO ... 1.90 eV
Kohn-Sham gap ... 6.84 eV
Total charge ... -1

The highest multiplicity belongs to which entry?
C29H57As2IrOSSbSi3

Which formula does entry 1 have?
C29H57As2IrOSSbSi3

Which of these has the highest multiplicity?
C29H57As2IrOSSbSi3